No. 1
DFT (ωB97M-V/def2-TZVPD) results for a structure of composition C3H7IN3 in a non-equilibrium geometry.

Cartesian coordinates (Å):
C1 -0.04 0.17 -0.13
C2 3.30 2.94 0.17
C3 -1.25 -1.97 0.04
N1 2.95 1.96 -0.26
N2 -1.13 -0.51 -0.03
N3 -2.28 0.13 -0.05
I1 1.81 -0.99 -0.18
H1 2.50 0.77 -0.13
H2 3.57 3.90 0.52
H3 -0.83 -2.22 1.01
H4 -2.36 -2.36 0.11
H5 -0.79 -2.48 -0.90
H6 -3.06 -0.40 0.25
H7 -2.37 1.06 -0.42

The HOMO energy is -0.4644 Ha. Its LUMO energy is -0.133 Ha. The value obtained for the frontier orbital gap is 9.010 eV. Its net charge is +1. For the relative energy (zero: lowest compared OMol25 entry of this formula, charge and spin), the calculation gives 5.014 eV.

No. 2
DFT (ωB97M-V/def2-TZVPD) results for a cluster of 2 separate species, C4H6BNO3 in total in a non-equilibrium geometry.

Cartesian coordinates (Å):
B1 -2.61 0.85 1.12
C1 1.28 0.34 1.13
C2 0.68 1.44 0.77
C3 0.19 0.17 -0.84
C4 0.99 -0.67 0.07
N1 0.03 1.37 -0.41
O1 -0.24 -0.28 -2.04
O2 -2.92 2.13 1.28
O3 -2.29 -0.31 1.13
H1 1.92 0.10 2.00
H2 0.59 2.44 1.29
H3 1.65 -1.27 -0.53
H4 0.26 -1.59 0.46
H5 -0.74 0.48 -2.41
H6 -2.21 2.76 1.69

The HOMO energy is -0.3208 Ha. Its LUMO energy is 0.005 Ha. The value obtained for the frontier orbital gap is 8.869 eV. For the relative energy (zero: lowest compared OMol25 entry of this formula, charge and spin), the calculation gives 1.565 eV.

No. 3
DFT (ωB97M-V/def2-TZVPD) results for a cluster of 8 separate species, C38H96F6N6O18S2 in total in a non-equilibrium geometry.

Cartesian coordinates (Å):
C1 1.97 -5.75 4.69
O1 2.69 -4.92 3.79
C2 1.97 -4.85 2.54
C3 3.04 -4.57 1.51
N1 4.02 -3.61 2.08
H1 3.54 -2.69 1.98
H2 4.03 -3.84 3.10
C4 5.37 -3.47 1.47
C5 6.13 -2.42 2.22
O2 7.20 -1.84 1.46
C6 8.21 -2.81 1.24
H3 0.89 -5.62 4.61
H4 2.37 -5.65 5.68
H5 2.21 -6.76 4.41
H6 1.28 -3.98 2.58
H7 1.42 -5.77 2.24
H8 2.68 -4.15 0.58
H9 3.61 -5.46 1.33
H10 5.24 -3.12 0.44
H11 5.93 -4.45 1.41
H12 6.56 -2.86 3.12
H13 5.42 -1.59 2.39
H14 7.74 -3.64 0.72
H15 8.67 -3.01 2.18
H16 8.85 -2.37 0.52
C7 -7.21 -3.85 -2.44
O3 -7.79 -4.64 -1.39
C8 -9.18 -5.01 -1.65
C9 -9.52 -6.02 -0.55
N2 -8.99 -5.42 0.73
H17 -7.94 -5.56 0.79
H18 -9.17 -4.43 0.93
C10 -9.36 -6.20 1.98
C11 -8.73 -7.60 2.02
O4 -7.34 -7.28 1.84
C12 -6.41 -8.28 1.43
H19 -7.89 -3.07 -2.66
H20 -6.80 -4.40 -3.26
H21 -6.43 -3.26 -1.91
H22 -9.29 -5.45 -2.63
H23 -9.74 -4.11 -1.47
H24 -9.06 -7.00 -0.74
H25 -10.61 -6.17 -0.37
H26 -10.42 -6.18 2.23
H27 -8.88 -5.58 2.73
H28 -9.23 -8.23 1.24
H29 -8.93 -7.99 3.05
H30 -6.38 -9.10 2.17
H31 -5.52 -7.67 1.28
H32 -6.72 -8.56 0.44
C13 4.79 3.03 -4.68
O5 4.14 2.28 -3.69
C14 2.80 2.84 -3.38
C15 2.91 3.93 -2.39
N3 3.50 3.23 -1.21
H33 2.91 2.45 -0.88
H34 4.32 2.86 -1.65
C16 3.93 4.12 0.03
C17 5.32 3.70 0.56
O6 5.23 2.46 1.24
C18 6.62 2.08 1.72
H35 4.99 4.09 -4.29
H36 4.25 3.19 -5.57
H37 5.74 2.56 -4.88
H38 2.06 2.19 -2.91
H39 2.29 3.19 -4.28
H40 1.93 4.31 -2.17
H41 3.58 4.71 -2.68
H42 3.20 3.98 0.82
H43 3.87 5.13 -0.36
H44 5.67 4.46 1.28
H45 6.03 3.62 -0.26
H46 7.23 2.03 0.84
H47 6.48 1.11 2.20
H48 7.02 2.96 2.30
C19 5.02 -0.59 -1.25
O7 4.02 -1.50 -1.58
C20 4.19 -2.04 -2.86
C21 3.01 -2.98 -3.12
N4 1.77 -2.07 -2.74
H49 0.93 -2.53 -2.94
H50 1.92 -1.91 -1.72
C22 1.65 -0.73 -3.39
C23 1.60 -0.87 -4.90
O8 0.58 -1.72 -5.25
C24 0.77 -2.31 -6.55
H51 5.16 0.26 -1.92
H52 6.02 -1.08 -1.40
H53 4.98 -0.42 -0.16
H54 5.21 -2.53 -2.87
H55 4.20 -1.25 -3.57
H56 2.86 -3.83 -2.44
H57 2.94 -3.38 -4.14
H58 2.53 -0.19 -2.98
H59 0.77 -0.27 -2.99
H60 2.55 -1.15 -5.33
H61 1.43 0.11 -5.41
H62 1.54 -1.77 -7.05
H63 -0.12 -2.21 -7.17
H64 1.12 -3.36 -6.46
C25 -8.06 4.10 -3.53
O9 -6.97 4.46 -2.78
C26 -6.68 3.40 -1.84
C27 -5.59 3.97 -0.95
N5 -4.48 4.43 -1.83
H65 -3.83 3.63 -2.10
H66 -4.96 4.83 -2.65
C28 -3.64 5.49 -1.24
C29 -4.26 6.79 -1.69
O10 -4.03 6.84 -3.09
C30 -4.52 7.93 -3.85
H67 -8.93 3.90 -2.92
H68 -7.88 3.29 -4.28
H69 -8.40 5.01 -4.14
H70 -6.32 2.47 -2.39
H71 -7.55 3.21 -1.25
H72 -5.17 3.23 -0.32
H73 -5.95 4.77 -0.32
H74 -2.60 5.35 -1.62
H75 -3.59 5.52 -0.12
H76 -3.72 7.65 -1.19
H77 -5.29 6.74 -1.38
H78 -5.58 7.86 -4.02
H79 -3.98 7.95 -4.80
H80 -4.30 8.82 -3.32
C31 3.14 5.78 4.64
O11 3.27 4.40 4.91
C32 3.74 3.52 3.94
C33 3.95 2.09 4.47
N6 2.57 1.81 5.07
H81 2.32 2.69 5.56
H82 1.84 1.67 4.36
C34 2.52 0.66 5.98
C35 1.09 0.50 6.45
O12 0.60 1.82 6.75
C36 -0.83 1.80 7.07
H83 2.40 5.87 3.81
H84 4.12 6.23 4.35
H85 2.75 6.31 5.52
H86 4.73 3.84 3.58
H87 3.07 3.46 2.99
H88 4.65 2.05 5.29
H89 4.17 1.41 3.70
H90 3.14 0.95 6.88
H91 2.88 -0.22 5.40
H92 0.97 -0.11 7.36
H93 0.40 0.11 5.67
H94 -1.15 2.85 7.05
H95 -1.13 1.20 7.90
H96 -1.28 1.30 6.20
C37 0.74 0.10 2.01
F1 -0.41 0.17 1.34
F2 0.98 1.37 2.50
F3 0.69 -0.76 3.00
S1 2.15 -0.39 0.91
O13 2.49 0.78 0.13
O14 3.20 -0.73 1.89
O15 1.69 -1.54 0.13
C38 -1.33 2.12 -4.23
F4 -0.55 2.98 -4.86
F5 -2.58 2.24 -4.58
F6 -0.91 0.90 -4.58
S2 -1.18 2.25 -2.38
O16 -1.45 0.92 -1.86
O17 0.14 2.86 -2.18
O18 -2.23 3.24 -2.08

The HOMO energy is -0.5897 Ha. Its LUMO energy is -0.235 Ha. The value obtained for the frontier orbital gap is 9.650 eV. Its net charge is +4. For the relative energy (zero: lowest compared OMol25 entry of this formula, charge and spin), the calculation gives 0.000 eV.